# C3H9NO3

A 2-piece molecular cluster, C3H9NO3 overall in a non-equilibrium geometry (the ωB97M-V functional and the def2-TZVPD basis, the OMol25 dataset).

Output
* LUMO energy: 0.3 eV
* HOMO level: -9.9 eV
* total charge: 0
* HOMO-LUMO gap: 10.14 eV
* E: -400.18165 Ha
* maximum force: 1.53 eV/Å
* SMILES: CC(=O)NCO.O

Each line ends with the Löwdin charge.
Cartesian coordinates (Å):
C  1.04765  -1.16536  0.76374  0.00
C  1.18898  -0.06298  -0.26362  -0.55
O  2.15398  0.66919  -0.33108  0.05
N  0.17626  0.02618  -1.18796  0.07
C  -1.14166  -0.61043  -1.10893  -0.30
O  -1.96824  -0.13526  -2.09790  -0.01
H  0.10182  -1.08338  1.30892  0.07
H  1.90991  -1.16734  1.42683  0.09
H  1.00419  -2.10603  0.20352  0.09
H  0.30461  0.74432  -1.88552  0.14
H  -1.55202  -0.46663  -0.09843  0.12
H  -1.01134  -1.68867  -1.20379  0.13
H  -2.12650  0.80040  -1.92426  0.10
O  -0.72719  1.23319  3.39703  -0.06
H  -0.23287  1.15100  2.56879  0.02
H  -1.63733  0.97336  3.18532  0.04

=====

# C18H24N4O3S

C18H24N4O3S as an isolated structure in a non-equilibrium geometry (the ωB97M-V functional and the def2-TZVPD basis, the OMol25 dataset).

Output
* LUMO energy: -0.1 eV
* HOMO level: -8.1 eV
* total charge: 0
* HOMO-LUMO gap: 7.99 eV
* E: -1542.59579 Ha
* maximum force: 19.91 eV/Å

Each line ends with the Löwdin charge.
Cartesian coordinates (Å):
C  -5.72451  -2.82648  0.11429  -0.11
C  -4.30443  -3.40799  -0.48461  -0.20
C  -3.23204  -2.23925  -0.73700  -0.18
C  -2.86045  -1.72309  0.56830  -0.24
N  -1.84785  -0.88916  0.19628  -0.01
C  -2.22482  0.48888  0.07306  -0.56
N  -1.40973  1.36721  -0.08292  0.08
C  -0.01302  1.20250  -0.35193  -0.05
C  0.90670  2.18666  -0.61626  0.05
C  2.33573  1.80413  -0.51419  -0.09
C  2.69508  0.75323  -0.17033  -0.18
C  1.69514  -0.32019  0.00644  0.04
C  0.46484  -0.29894  -0.02731  -0.13
C  -0.52134  -1.06063  0.42796  -0.34
O  -0.29632  -2.31894  0.54217  0.04
H  2.00609  -1.45400  0.50958  0.20
N  4.13586  0.08865  -0.05965  -0.12
C  5.07452  1.23034  -0.08273  -0.14
H  5.50413  1.62056  -1.26589  0.20
C  6.31666  0.84474  0.72446  -0.23
H  6.03252  0.67674  1.57819  0.05
O  6.72039  -0.32505  0.26046  -0.12
C  5.83875  -1.30231  0.22492  -0.20
H  5.49630  -1.54491  1.39052  0.18
C  4.60616  -0.83332  -0.87343  -0.14
H  4.98399  -0.85575  -1.69679  0.01
H  3.86079  -1.96550  -0.57234  0.21
H  6.32657  -2.16021  -0.27860  0.11
H  7.08054  1.48268  0.62715  0.11
H  4.77864  2.15007  0.39073  0.10
H  3.01581  2.73237  -0.81412  0.17
H  0.58283  3.12795  -0.89382  0.08
S  -3.83476  1.10321  0.01557  1.02
C  -3.67290  2.61405  -0.67497  -0.47
H  -3.33244  2.60977  -1.67780  0.07
H  -4.60467  3.39068  -0.59540  0.17
C  -2.65777  3.62281  -0.03090  -0.61
O  -2.00325  4.46905  -0.13656  0.17
N  -2.78753  3.52121  1.49835  0.01
H  -2.23235  4.11210  2.15045  0.07
H  -3.19011  2.63026  2.05215  0.08
H  -2.62256  -2.38420  1.48258  0.17
H  -3.83830  -1.23513  1.13887  0.15
H  -3.83807  -1.69499  -1.34122  0.08
H  -2.63147  -2.72235  -1.27134  0.05
H  -3.92340  -4.20394  0.21345  0.10
H  -4.55589  -4.01747  -1.38706  0.10
H  -6.40200  -3.75175  0.10120  0.07
H  -6.09809  -1.94117  -0.73071  0.13
H  -5.79797  -2.35315  1.08076  0.02

=====

# C30H56FeN3O17

C30H56FeN3O17 as an isolated structure in a non-equilibrium geometry (the ωB97M-V functional and the def2-TZVPD basis, the OMol25 dataset).

Output
* LUMO energy (spin up / spin down): -1.7 / -1.7 eV
* HOMO level (spin up / spin down): -8.2 / -8.2 eV
* spin multiplicity: 6
* total charge: 0
* HOMO-LUMO gap (spin up / spin down): 6.58 / 6.58 eV
* E: -3883.50751 Ha
* maximum force: 4.02 eV/Å

Each line ends with the Löwdin charge.
Cartesian coordinates (Å):
Fe  -1.73663  0.16955  -1.69523  0.96
O  -3.37435  0.90802  -1.10257  -0.34
H  -4.24108  0.45875  -1.14079  0.00
O  -0.52037  0.97431  -0.43725  -0.32
H  0.22705  0.54932  0.02674  0.01
O  -0.46565  -0.89144  -2.63676  -0.34
H  -0.21603  -1.82415  -2.78597  0.02
C  -4.09553  -0.62906  -4.00874  -0.07
O  -3.30940  -0.93870  -2.89107  -0.29
C  -3.71672  -2.14065  -2.28169  -0.17
C  -2.57566  -2.59977  -1.31822  -0.16
N  -2.26366  -1.48590  -0.41239  -0.13
C  -1.46269  -1.88798  0.75006  -0.12
C  -0.09295  -2.56746  0.38472  -0.15
O  -0.22448  -3.97477  -0.00753  -0.21
C  0.91581  -4.52324  -0.62169  -0.10
H  -4.00975  -1.34848  -4.82310  0.10
H  -3.78092  0.35502  -4.35616  0.09
H  -5.15594  -0.55022  -3.76913  0.10
H  -3.88964  -2.89038  -3.05377  0.13
H  -4.65834  -1.99681  -1.75182  0.13
H  -1.74803  -3.18885  -1.71335  0.11
H  -3.06917  -3.38148  -0.74074  0.12
H  -3.15458  -1.13285  -0.09344  0.11
H  -2.12216  -2.57610  1.27893  0.12
H  -1.30180  -0.96242  1.30283  0.11
H  0.45284  -2.47413  1.32360  0.11
H  0.50792  -1.91364  -0.24741  0.10
H  1.16144  -3.99322  -1.54193  0.08
H  0.93364  -5.59220  -0.83405  0.10
H  1.64279  -4.22518  0.13379  0.08
C  -0.49616  -4.01169  4.32476  -0.09
O  -0.17591  -3.04566  5.27855  -0.18
C  1.05871  -3.20994  5.78544  -0.29
C  1.38076  -2.20937  6.93199  -0.15
N  1.45051  -0.82874  6.41223  -0.08
C  2.51840  -0.43813  5.54808  -0.23
C  2.39207  0.96253  4.92202  -0.15
O  1.41516  1.06450  3.87430  -0.17
C  1.67886  0.51404  2.67810  -0.16
H  0.17431  -3.93892  3.46845  0.08
H  -1.55590  -3.82090  4.15555  0.10
H  -0.35698  -4.98878  4.78739  0.09
H  1.81679  -2.96047  5.04303  0.10
H  1.21642  -4.25197  6.06365  0.12
H  2.27781  -2.43605  7.50820  0.12
H  0.50455  -2.26816  7.57767  0.11
H  0.52809  -0.57666  6.08713  0.11
H  2.62682  -1.23248  4.80960  0.09
H  3.36838  -0.37377  6.22740  0.12
H  3.42448  1.21883  4.68426  0.12
H  1.94056  1.52417  5.73982  0.13
H  2.21065  -0.43163  2.78310  0.08
H  2.28370  1.19784  2.08256  0.09
H  0.79147  0.35523  2.06540  0.07
C  2.53355  3.71617  -3.55843  -0.09
O  1.10053  3.63107  -3.56272  -0.20
C  0.57983  3.04139  -2.40000  -0.20
C  -1.00037  2.97253  -2.46632  -0.14
N  -1.54726  1.78257  -3.12891  -0.10
C  -0.87793  1.47130  -4.44770  -0.12
C  -1.55715  2.35215  -5.57894  -0.20
O  -2.77152  2.82599  -5.09948  -0.22
C  -3.08910  4.16642  -5.60324  -0.04
H  3.08044  3.94474  -2.64369  0.09
H  2.92716  4.38017  -4.32804  0.09
H  2.93273  2.71481  -3.71971  0.08
H  0.85445  3.63180  -1.52588  0.12
H  1.03951  2.05468  -2.34330  0.10
H  -1.39909  3.87277  -2.93395  0.12
H  -1.41206  2.98163  -1.45710  0.10
H  -2.41612  2.17705  -3.45992  0.08
H  -1.03627  0.42854  -4.72282  0.09
H  0.20923  1.47449  -4.36906  0.11
H  -1.75909  1.73860  -6.45694  0.12
H  -0.90010  3.18333  -5.83489  0.11
H  -4.14027  4.22157  -5.88628  0.09
H  -2.43273  4.46731  -6.41979  0.08
H  -2.90828  4.97101  -4.89047  0.08
C  -1.50627  2.75831  2.29918  0.06
C  -0.27387  3.26363  2.00829  -0.14
C  0.41438  4.34214  2.86144  -0.27
O  1.47800  4.94282  2.61102  0.09
C  -0.32893  4.52009  4.12498  0.09
C  -1.55596  3.98022  4.36196  -0.26
C  -2.20924  3.07162  3.50395  -0.34
O  -3.38801  2.71835  3.73788  0.08
O  -2.24968  4.39860  5.43583  0.10
O  0.52888  2.88127  0.92333  0.04
H  -1.92284  1.94978  1.71681  0.12
H  -0.10868  5.22499  4.91302  0.13
H  -2.99184  3.82366  5.63638  0.11
H  0.12376  2.16620  0.42719  -0.01
C  3.93568  -2.40884  -0.54292  0.09
C  4.41333  -3.29943  -1.45668  -0.24
C  4.09107  -3.20287  -2.88441  -0.33
O  4.54041  -3.98533  -3.71808  0.12
C  3.35357  -2.02060  -3.21399  0.07
C  2.86320  -1.18630  -2.35701  -0.28
C  3.15513  -1.18846  -0.91218  -0.32
O  2.81316  -0.42658  -0.06081  0.15
O  2.11383  -0.17679  -2.76960  0.06
O  5.30253  -4.25459  -1.12600  0.10
H  4.33008  -2.50867  0.45752  0.13
H  3.16850  -1.82457  -4.25980  0.15
H  1.20456  -0.48361  -2.79577  0.03
H  5.56608  -4.81640  -1.85847  0.11

=====

# C15H13NO3S2

One molecule with the formula C15H13NO3S2 (the ωB97M-V functional and the def2-TZVPD basis, the OMol25 dataset).

Output
* LUMO energy: 0.4 eV
* HOMO level: -8.1 eV
* total charge: 0
* HOMO-LUMO gap: 8.48 eV
* E: -1656.22844 Ha
* maximum force: 0.61 eV/Å
* SMILES: CS(=O)(=O)c1cccc2c1Sc1cc(CC=O)ccc1N2

Each line ends with the Löwdin charge.
Cartesian coordinates (Å):
C  -0.77289  -1.75912  4.08275  -0.15
S  -2.14386  -1.73104  2.97641  0.61
O  -3.06503  -2.74975  3.40895  -0.31
O  -2.57848  -0.36654  2.86691  -0.33
C  -1.45008  -2.26286  1.43163  -0.29
C  -1.80992  -3.53975  1.02283  -0.06
C  -1.31876  -4.03953  -0.17394  -0.06
C  -0.47416  -3.26104  -0.94676  -0.01
C  -0.06217  -2.00477  -0.52700  -0.25
C  -0.56612  -1.47988  0.67011  -0.39
S  0.01518  0.07387  1.27262  1.08
C  0.48349  0.85130  -0.23837  -0.43
C  0.49029  2.23934  -0.28152  -0.05
C  0.91452  2.90951  -1.41766  -0.22
C  0.88853  4.42784  -1.43551  -0.10
C  1.99656  5.01127  -2.28686  -0.27
O  3.14509  5.07865  -1.91826  0.06
C  1.30607  2.15911  -2.52603  -0.03
C  1.25373  0.77579  -2.49457  -0.01
C  0.86808  0.10499  -1.34641  -0.26
N  0.87408  -1.31454  -1.33986  0.07
H  0.04525  -1.13548  3.72648  0.04
H  -0.45462  -2.78735  4.25021  0.08
H  -1.17474  -1.34180  5.01006  0.08
H  -2.49488  -4.11427  1.63054  0.11
H  -1.60856  -5.02170  -0.52515  0.11
H  -0.10781  -3.62988  -1.89870  0.12
H  0.16646  2.80039  0.58930  0.12
H  1.03287  4.79108  -0.41537  0.12
H  -0.08397  4.76841  -1.80062  0.12
H  1.71224  5.38929  -3.28976  0.12
H  1.63681  2.65533  -3.43199  0.11
H  1.53016  0.20311  -3.37304  0.12
H  1.80666  -1.69997  -1.27140  0.15

=====

# C5H7I2N4

An isolated ion of composition C5H7I2N4 and charge +1 in a non-equilibrium geometry (the ωB97M-V functional and the def2-TZVPD basis, the OMol25 dataset).

Output
* LUMO energy: -5.9 eV
* HOMO level: -11.3 eV
* total charge: +1
* HOMO-LUMO gap: 5.47 eV
* E: -1008.72203 Ha
* maximum force: 3.82 eV/Å
* SMILES: [H]/N=N/C(I)=[NH+]/C/C=N/C=C/I

Each line ends with the Löwdin charge.
Cartesian coordinates (Å):
H  4.00643  -2.23515  -2.13537  0.17
N  3.00720  -1.99456  -2.54303  0.21
N  2.13185  -1.62057  -1.81042  -0.04
C  0.87330  -1.49397  -1.52704  -0.66
I  -0.12407  -3.35969  -1.17317  1.05
N  0.32594  -0.32288  -1.22703  0.01
C  -1.06344  -0.10678  -1.26930  -0.18
C  -1.41660  0.52129  0.09301  -0.12
N  -0.58768  1.13490  0.83469  0.02
C  -1.03122  1.54572  2.09675  -0.27
C  -0.03779  1.99126  2.93981  -0.56
I  -0.40422  2.36506  5.00946  0.77
H  0.89853  0.50456  -1.16775  0.17
H  -1.60041  -1.07745  -1.29995  0.06
H  -1.42837  0.47393  -2.05984  0.12
H  -2.44530  0.31934  0.36927  0.12
H  -2.07024  1.21128  2.24691  0.11
H  0.96608  2.14370  2.62301  0.02

=====

# C25H42BN5O

A 6-piece molecular cluster, C25H42BN5O overall in a non-equilibrium geometry (the ωB97M-V functional and the def2-TZVPD basis, the OMol25 dataset).

Output
* LUMO energy: -4.3 eV
* HOMO level: -6.6 eV
* total charge: 0
* HOMO-LUMO gap: 2.29 eV
* E: -1350.90421 Ha
* maximum force: 17.48 eV/Å

Each line ends with the Löwdin charge.
Cartesian coordinates (Å):
C  11.60373  16.21328  38.84164  0.03
C  12.48586  16.16686  37.53670  -0.45
C  12.49987  17.47047  36.80810  -0.13
C  13.60407  17.70069  35.80677  -0.21
C  14.94831  17.66546  36.39595  -0.22
C  15.17536  16.45668  37.34409  -0.42
N  13.92344  16.01285  38.04370  0.08
O  14.06583  15.31666  39.10342  0.19
C  16.42359  16.85523  38.23026  0.00
C  15.60973  15.28498  36.36747  -0.03
C  12.07535  14.96775  36.71676  -0.03
H  11.98626  17.13159  39.33395  0.10
H  11.81656  15.31087  39.27293  0.05
H  10.55818  16.22978  38.59956  0.10
H  12.65681  18.25116  37.65453  0.15
H  11.50965  17.65139  36.52070  0.12
H  13.51554  18.85361  35.17136  0.22
H  13.78385  16.88274  34.99155  0.12
H  14.87428  18.46692  37.02249  0.07
H  15.96309  17.92459  35.63438  0.22
H  16.91836  16.17211  38.78131  0.03
H  16.00853  17.48485  39.15756  0.14
H  17.09354  17.55486  37.59449  0.13
H  14.81943  14.97644  35.52146  0.10
H  15.46031  14.27343  36.96590  0.12
H  16.61396  15.36330  35.86541  0.11
H  12.73208  14.80591  35.78116  0.09
H  10.97261  14.95620  36.40788  0.13
H  12.19545  13.88107  36.97490  0.10
B  12.90782  20.01920  40.19697  -0.47
H  13.58028  19.03775  40.20157  -0.09
H  12.89168  20.53414  39.22950  -0.13
H  11.76053  19.77687  40.50840  -0.06
H  13.53982  20.92115  40.83032  -0.03
N  8.47682  22.89944  40.82421  -0.03
C  8.84889  21.91369  39.92394  -0.04
C  8.20600  22.43263  38.53808  0.00
C  7.52818  23.76951  38.91740  -0.02
C  7.87605  24.01231  40.35648  -0.09
H  8.89695  22.93277  41.60910  0.06
H  9.28720  20.96247  39.98119  0.06
H  8.21087  22.06612  37.49809  0.06
H  6.99328  24.13898  38.30851  -0.06
H  7.47601  24.77086  40.85238  0.05
N  13.16698  23.59339  39.43276  0.01
C  11.95877  24.26771  39.27927  -0.09
C  12.18818  25.64939  38.59085  -0.06
C  13.63160  25.56935  38.18988  -0.07
C  14.15237  24.21584  38.73357  -0.10
H  13.16578  22.78956  39.78297  -0.02
H  11.05163  23.74984  39.89748  0.12
H  11.44310  26.43495  38.50561  0.05
H  14.08575  26.33545  37.76122  0.00
H  15.14363  23.71899  38.71922  0.10
N  13.16139  18.55745  43.39529  0.00
C  12.00538  19.04505  44.07054  -0.11
C  12.09549  18.64750  45.42081  -0.10
C  13.34573  17.73720  45.66412  -0.01
C  13.93918  17.79849  44.21027  -0.12
H  13.40628  18.67923  42.48695  0.04
H  11.38342  19.83136  43.63101  0.10
H  11.36050  18.81303  46.11268  0.03
H  13.82863  17.18653  46.47657  0.05
H  14.75014  17.33950  43.72738  0.07
N  16.58896  21.59012  42.84509  -0.06
C  17.38160  22.67701  42.37155  -0.09
C  17.99419  22.21377  41.05285  -0.10
C  17.36330  20.93223  40.72376  -0.10
C  16.40630  20.51729  41.89337  -0.06
H  16.18259  21.63027  43.82549  0.16
H  17.25883  23.55172  43.01742  0.09
H  18.71819  22.63819  40.48694  0.02
H  17.68828  20.24005  39.80132  0.10
H  15.81686  19.68813  42.10356  0.04